(P)
Entry from the OMol25 dataset: a 5-piece molecular cluster, C15H35N5O5 overall (ωB97M-V/def2-TZVPD).

Geometry (Å):
C  2.9387  1.6922  2.0966
N  1.6783  1.0023  1.9212
C  1.4020  0.4709  0.7094
C  0.3440  -0.5544  0.7311
O  2.0695  0.6474  -0.3017
H  3.2179  1.5525  3.1409
H  3.0233  2.7555  1.8720
H  3.6487  1.1424  1.4788
H  1.2821  0.5563  2.7362
H  -0.5290  -0.2488  0.1544
H  -0.0266  -0.8601  1.7096
H  0.5395  -1.4921  0.2109
C  -3.5882  -2.5040  -5.2061
N  -4.1312  -3.7600  -5.6834
C  -4.6551  -3.9463  -6.9558
C  -4.9109  -5.4104  -7.2289
O  -4.6453  -3.0238  -7.7760
H  -4.1385  -1.7024  -5.6987
H  -2.5481  -2.3236  -5.4778
H  -3.6841  -2.5958  -4.1242
H  -4.1556  -4.5476  -5.0516
H  -5.9398  -5.7243  -7.0530
H  -4.2376  -6.0989  -6.7184
H  -4.8514  -5.4454  -8.3168
C  3.3939  5.1678  -4.8999
N  2.5686  6.0984  -5.6308
C  2.8640  7.4014  -5.7673
C  1.9613  8.3466  -6.6104
O  3.6836  8.0155  -5.1298
H  3.6183  5.6127  -3.9305
H  4.2409  4.7490  -5.4433
H  2.7612  4.3156  -4.6516
H  1.8471  5.7128  -6.2231
H  2.5123  8.6720  -7.4929
H  1.5654  9.2119  -6.0789
H  1.1333  7.7884  -7.0474
C  -2.5382  -8.5421  0.1447
N  -1.2315  -8.1865  -0.2556
C  -0.8554  -7.0331  -0.8244
C  0.5880  -6.8418  -1.0162
O  -1.7095  -6.1756  -1.1856
H  -2.6706  -8.6803  1.2177
H  -2.8757  -9.4891  -0.2766
H  -3.3346  -7.8534  -0.1373
H  -0.5750  -8.7144  0.3016
H  1.2187  -6.5272  -0.1847
H  0.6700  -6.1215  -1.8301
H  0.9582  -7.7295  -1.5290
C  1.3326  3.8678  9.2649
N  1.4887  4.2836  10.6388
C  0.4435  4.4623  11.5106
C  0.8226  4.7696  12.9837
O  -0.7281  4.5041  11.1056
H  2.0786  3.1782  8.8698
H  1.3135  4.7049  8.5669
H  0.4085  3.2903  9.2388
H  2.3215  3.9260  11.0844
H  0.6497  3.8426  13.5303
H  0.0833  5.4034  13.4735
H  1.8888  4.9877  13.0449

## Properties
Kohn-Sham gap in eV: 9.73
HOMO energy in eV: -9.262
SMILES string: CNC(C)=O.CNC(C)=O.CNC(C)=O.CNC(C)=O.CNC(C)=O

(Q)
Entry from the OMol25 dataset: a 5-piece molecular cluster, C15H35N5O5 overall (ωB97M-V/def2-TZVPD).

Geometry (Å):
C  23.2582  15.5927  -11.6034
N  22.7147  15.0473  -10.3809
C  21.2912  14.8116  -10.3174
C  23.4675  14.9574  -9.2676
O  23.0907  14.5365  -8.1874
H  23.3956  14.7970  -12.3388
H  24.2434  16.0266  -11.4212
H  22.6677  16.4263  -11.9890
H  20.9437  13.9757  -9.7182
H  20.8361  15.6973  -9.8459
H  20.8438  14.8028  -11.3093
H  24.5173  15.2624  -9.4207
C  20.2433  20.1457  -4.4758
N  21.1730  21.2469  -4.5148
C  21.2524  21.9203  -5.7938
C  21.9695  21.5643  -3.4787
O  22.8378  22.4198  -3.5521
H  20.5998  19.3423  -5.1374
H  19.2548  20.4088  -4.8543
H  20.1344  19.6396  -3.5171
H  21.6735  21.3031  -6.5857
H  20.2473  22.2293  -6.0850
H  21.8475  22.8259  -5.7175
H  21.7333  20.9502  -2.5948
C  25.6675  17.4845  -2.7753
N  25.8580  18.3102  -3.9434
C  25.0706  19.5076  -4.1378
C  26.8478  17.9462  -4.8287
O  26.9351  18.3930  -5.9449
H  26.1453  17.8892  -1.8749
H  25.9835  16.4501  -2.8835
H  24.6017  17.4667  -2.5272
H  25.3619  20.0177  -5.0535
H  24.0436  19.1902  -4.3587
H  25.1322  20.1653  -3.2743
H  27.5326  17.1920  -4.4187
C  23.7603  17.7162  -7.6431
N  22.7882  18.6352  -8.2095
C  23.1750  20.0017  -8.5224
C  21.5112  18.2591  -8.4268
O  20.6158  18.9792  -8.8295
H  24.4542  17.3906  -8.4190
H  23.2661  16.8151  -7.2864
H  24.2507  18.2154  -6.8091
H  23.6071  20.4787  -7.6377
H  23.8382  20.0318  -9.3827
H  22.2610  20.5785  -8.6478
H  21.3359  17.2090  -8.1445
C  19.9365  17.9904  -11.9748
N  18.8043  18.6687  -12.5432
C  18.7789  18.8513  -13.9747
C  17.8684  19.2701  -11.7755
O  16.9409  19.9486  -12.1857
H  20.7665  18.6395  -11.6788
H  20.3959  17.3086  -12.6972
H  19.6542  17.3639  -11.1298
H  19.6557  19.3577  -14.3869
H  18.6753  17.8960  -14.4947
H  17.9458  19.4593  -14.3194
H  18.0050  19.1633  -10.6838

## Properties
Kohn-Sham gap in eV: 9.66
HOMO energy in eV: -9.227
SMILES string: CN(C)C=O.CN(C)C=O.CN(C)C=O.CN(C)C=O.CN(C)C=O

Sorted by energy, starting with the most stable: (P), (Q).

(P)
Entry from the OMol25 dataset: a 2-piece molecular cluster, C4H14N overall (ωB97M-V/def2-TZVPD).

Geometry (Å):
C  1.0107  0.1857  3.2946
C  0.7867  -0.3535  1.8785
H  0.6460  1.2097  3.3583
H  2.0668  0.1417  3.5418
H  0.4678  -0.4217  4.0153
H  1.1616  0.3528  1.1269
H  1.2570  -1.3274  1.7322
H  -0.2896  -0.4966  1.7311
C  0.1045  0.2585  -2.8895
C  -1.1696  -0.1102  -2.1788
N  -0.9696  0.0103  -0.6684
H  -0.0868  0.2132  -3.9634
H  0.3983  1.2859  -2.6641
H  0.9088  -0.4387  -2.6547
H  -2.0184  0.4974  -2.4832
H  -1.4853  -1.1474  -2.3084
H  -0.3756  -0.7313  -0.2987
H  -1.8502  -0.0417  -0.1517
H  -0.5631  0.9133  -0.4178

## Properties
Kohn-Sham gap in eV: 12.05
HOMO energy in eV: -15.637
Charge: +1

(Q)
Entry from the OMol25 dataset: a 2-piece molecular cluster, C4H14N overall (ωB97M-V/def2-TZVPD).

Geometry (Å):
C  -2.5784  0.4935  -0.3936
C  -1.8384  1.7453  0.3472
H  -2.6923  -0.4608  0.1414
H  -3.5835  0.9418  -0.7277
H  -2.0174  0.3081  -1.2837
H  -0.7946  1.6125  -0.1326
H  -1.7115  1.5857  1.4542
H  -2.2043  2.7537  0.0569
C  1.3782  -1.0074  -0.4653
C  1.2005  -1.7566  0.7384
N  2.1031  0.2733  -0.2541
H  1.9352  -1.5421  -1.3418
H  0.4212  -0.7261  -0.8706
H  2.1249  -2.2289  1.2076
H  0.5675  -2.6575  0.5436
H  2.9695  0.1009  0.3100
H  2.3745  0.8171  -1.1866
H  1.5491  0.9941  0.2832
H  0.7965  -1.2466  1.5735

## Properties
Kohn-Sham gap in eV: 10.65
HOMO energy in eV: -14.591
Charge: +1

(R)
Entry from the OMol25 dataset: a 2-piece molecular cluster, C4H14N overall (ωB97M-V/def2-TZVPD).

Geometry (Å):
C  -0.9161  0.5766  0.9446
C  -1.5690  -0.3796  -0.1235
N  -1.9458  1.3774  1.7128
H  -0.3133  -0.0888  1.6146
H  -0.1843  1.1726  0.3474
H  -1.3878  -1.4382  0.0516
H  -1.2243  -0.0694  -1.0672
H  -1.9969  2.3686  1.4026
H  -2.8918  0.8513  1.4814
H  -1.7156  1.2662  2.7887
H  -2.6569  -0.2718  -0.1429
C  1.4312  -1.0384  -1.3279
C  2.7456  -0.2837  -0.8368
H  0.7262  -0.9920  -0.4981
H  1.0578  -0.4926  -2.2521
H  1.8552  -1.9706  -1.6518
H  3.4695  -0.9913  -0.4267
H  3.1391  0.0321  -1.8443
H  2.3774  0.3716  -0.1722

## Properties
Kohn-Sham gap in eV: 9.89
HOMO energy in eV: -13.995
Charge: +1

Sorted by energy, starting with the most stable: (P), (Q), (R).

(P)
Entry from the OMol25 dataset: a 2-piece molecular cluster, CH5NOS overall (ωB97M-V/def2-TZVPD).

Geometry (Å):
N  2.4048  2.1703  1.6036
S  1.6566  1.6486  2.8560
H  2.3907  1.4567  0.8455
C  -1.2272  -1.2110  -0.9612
O  -0.1335  -0.2993  -0.9054
H  -2.1567  -0.6505  -1.3123
H  -1.5300  -1.6508  0.0137
H  -0.8212  -2.0342  -1.5373
H  -0.5836  0.5702  -0.6025

## Properties
Kohn-Sham gap (alpha / beta) in eV: 7.43 / 7.43
HOMO energy (alpha / beta) in eV: -8.652 / -8.651
SMILES string: N=S.CO

(Q)
Entry from the OMol25 dataset: one molecule with the formula CH5NOS (ωB97M-V/def2-TZVPD).

Geometry (Å):
C  -0.2045  -1.1035  0.1660
N  1.0924  1.2183  1.0847
O  1.8842  0.1595  -1.1530
S  1.6224  -0.2688  0.2026
H  0.0933  -1.8959  -0.5075
H  -0.8532  -0.4383  -0.4261
H  -0.5596  -1.3604  1.1351
H  1.1764  1.2613  2.1312
H  1.7307  2.0631  0.8422

## Properties
Kohn-Sham gap in eV: 9.62
HOMO energy in eV: -8.882

(R)
Entry from the OMol25 dataset: a 2-piece molecular cluster, CH5NOS overall (ωB97M-V/def2-TZVPD).

Geometry (Å):
C  -0.1630  -0.3794  -1.7044
N  -0.5265  0.1115  2.2455
O  1.6765  1.0991  -0.3220
S  0.6824  0.0472  -0.2121
H  -0.5008  0.5353  -2.2923
H  -0.8026  -1.2609  -1.5322
H  -0.1635  1.1046  2.1322
H  -1.3150  0.0322  1.6375
H  1.1125  -1.2895  0.0478

## Properties
Kohn-Sham gap (alpha / beta) in eV: 8.25 / 8.50
HOMO energy (alpha / beta) in eV: -8.803 / -9.561

Sorted by energy, starting with the most stable: (Q), (P), (R).

(P)
Entry from the OMol25 dataset: one molecule with the formula C6H6N2OS (ωB97M-V/def2-TZVPD).

Geometry (Å):
C  -0.1637  -0.3414  0.0386
C  0.3836  1.2090  -0.0066
C  0.5970  -1.3539  -0.0412
C  -0.6291  2.2486  0.2979
C  -2.6590  -0.2559  -0.0340
C  1.5103  -2.4571  -0.1255
N  1.5585  1.4310  -0.2945
N  -1.4982  -0.2925  0.2214
O  2.5419  0.7478  -0.5625
S  -4.2104  -0.2104  -0.1476
H  -1.3812  2.3065  -0.4902
H  -1.1360  2.0446  1.2376
H  -0.1323  3.2122  0.3699
H  1.4636  -3.0554  0.7875
H  2.5418  -2.1445  -0.2845
H  1.2132  -3.0887  -0.9665

## Properties
Kohn-Sham gap (alpha / beta) in eV: 8.58 / 7.82
HOMO energy (alpha / beta) in eV: -8.815 / -8.483

(Q)
Entry from the OMol25 dataset: one molecule with the formula C6H6N2OS (ωB97M-V/def2-TZVPD).

Geometry (Å):
C  0.0908  -0.6926  2.1096
C  -2.0029  -1.3654  1.0377
C  -1.7226  -0.6185  -0.0295
C  -0.9892  -2.6163  2.8611
C  -1.0094  -1.5673  2.0753
C  1.6506  1.7368  -1.5617
N  1.0953  -0.2104  2.3746
N  -0.5921  1.1438  -1.5244
O  0.3128  1.9991  -1.9539
S  -0.1449  0.1240  -0.3052
H  -2.8520  -1.8932  1.0323
H  -2.2589  -0.3946  -0.9068
H  -0.1355  -3.0990  3.4429
H  1.6818  2.0976  -0.5955
H  2.1822  2.3307  -2.1768
H  1.7435  0.6278  -1.8312

## Properties
Kohn-Sham gap (alpha / beta) in eV: 8.84 / 5.94
HOMO energy (alpha / beta) in eV: -9.138 / -7.327

Sorted by energy, starting with the most stable: (P), (Q).